# 1
{
  "formula": "C31H36Cl2N6O5Rh",
  "method": "the ωB97M-V functional and the def2-TZVPD basis",
  "elements": ["Rh", "C", "O", "C", "C", "C", "C", "C", "C", "N", "C", "N", "C", "C", "C", "C", "C", "C", "O", "C", "N", "C", "C", "C", "C", "C", "C", "O", "C", "H", "H", "H", "H", "H", "H", "H", "H", "H", "H", "H", "H", "H", "H", "H", "H", "H", "H", "H", "H", "H", "H", "C", "C", "N", "C", "N", "C", "C", "C", "N", "C", "H", "H", "H", "H", "H", "H", "H", "H", "H", "H", "H", "H", "H", "Cl", "C", "Cl", "C", "O", "O", "H"],
  "coordinates": [[-0.16, 0.78, -1.43], [-0.05, -1.80, 6.12], [0.31, -1.17, 4.90], [1.54, -0.59, 4.83], [2.45, -0.52, 5.87], [3.67, 0.13, 5.68], [3.96, 0.73, 4.47], [3.04, 0.67, 3.43], [1.84, 0.00, 3.60], [0.84, -0.08, 2.60], [0.97, -0.02, 1.26], [2.18, -0.24, 0.73], [2.49, -0.29, -0.63], [1.59, -0.10, -1.66], [2.00, -0.26, -2.99], [3.31, -0.58, -3.27], [4.24, -0.74, -2.24], [3.84, -0.59, -0.93], [4.63, -0.73, 0.16], [6.01, -1.04, -0.06], [-0.06, 0.21, 0.48], [-1.36, 0.40, 1.04], [-2.33, -0.58, 0.79], [-3.60, -0.46, 1.31], [-3.92, 0.64, 2.10], [-2.98, 1.61, 2.34], [-1.69, 1.52, 1.81], [-0.82, 2.51, 2.14], [-0.04, 3.13, 1.13], [-1.03, -2.25, 5.95], [-0.12, -1.07, 6.93], [0.67, -2.57, 6.39], [2.22, -0.96, 6.83], [4.38, 0.17, 6.49], [4.90, 1.25, 4.33], [3.25, 1.19, 2.50], [-0.11, -0.18, 2.94], [2.94, -0.49, 1.35], [1.29, -0.10, -3.79], [3.63, -0.69, -4.30], [5.27, -0.97, -2.48], [6.11, -1.99, -0.58], [6.46, -1.11, 0.92], [6.49, -0.24, -0.63], [-2.04, -1.43, 0.19], [-4.34, -1.23, 1.11], [-4.92, 0.73, 2.51], [-3.21, 2.48, 2.95], [0.18, 4.13, 1.49], [-0.61, 3.22, 0.20], [0.90, 2.61, 0.94], [-2.59, -3.78, -2.58], [-1.21, -3.30, -2.99], [-1.09, -1.89, -2.65], [-2.11, -1.01, -2.68], [-1.86, 0.26, -2.41], [-2.95, 1.24, -2.43], [-4.02, 0.82, -3.42], [-4.49, -0.57, -3.06], [-3.34, -1.47, -2.98], [-3.62, -2.89, -3.23], [-2.68, -3.74, -1.49], [-2.74, -4.81, -2.89], [-1.06, -3.46, -4.06], [-0.43, -3.85, -2.46], [-0.17, -1.50, -2.52], [-2.53, 2.21, -2.70], [-3.37, 1.33, -1.42], [-3.61, 0.83, -4.43], [-4.85, 1.52, -3.39], [-5.17, -0.96, -3.82], [-5.02, -0.56, -2.10], [-3.66, -3.07, -4.31], [-4.61, -3.10, -2.82], [-0.64, 4.62, -4.38], [0.45, 4.63, -2.99], [-0.16, 5.71, -1.70], [0.65, 3.25, -2.36], [1.71, 2.98, -1.84], [-0.41, 2.49, -2.39], [1.41, 5.01, -3.31]],
  "homo_ev": [-10.6, -10.6],
  "charge": 1,
  "orbital_gap_ha": [0.2664, 0.2664]
}

# 2
{
  "formula": "C18H14FeN4O3S",
  "method": "the ωB97M-V functional and the def2-TZVPD basis",
  "elements": ["Fe", "O", "C", "C", "C", "C", "C", "C", "C", "O", "N", "N", "C", "C", "C", "C", "C", "C", "N", "H", "H", "H", "H", "H", "H", "H", "H", "H", "H", "O", "N", "C", "C", "C", "C", "C", "S", "H", "H", "H", "H"],
  "coordinates": [[0.30, -0.21, 0.85], [-4.62, 1.82, 0.30], [-4.02, 2.11, -0.87], [-4.77, 2.81, -1.82], [-4.22, 3.12, -3.04], [-2.91, 2.75, -3.35], [-2.17, 2.06, -2.42], [-2.70, 1.73, -1.17], [-1.85, 1.00, -0.21], [-0.63, 0.72, -0.54], [-2.35, 0.64, 0.95], [-1.34, 0.08, 1.72], [-1.41, -1.21, 1.92], [-0.30, -1.87, 2.61], [-0.35, -3.19, 3.03], [0.80, -3.75, 3.56], [1.96, -2.99, 3.63], [1.94, -1.69, 3.14], [0.83, -1.13, 2.66], [-3.99, 1.32, 0.86], [-5.78, 3.09, -1.56], [-4.81, 3.67, -3.77], [-2.48, 3.00, -4.31], [-1.15, 1.76, -2.62], [-2.23, -1.80, 1.52], [-1.27, -3.76, 2.94], [0.81, -4.77, 3.90], [2.88, -3.40, 4.02], [2.83, -1.07, 3.11], [1.87, 0.83, 0.51], [2.74, 0.36, -0.39], [3.78, 1.16, -0.70], [4.73, 0.77, -1.60], [4.59, -0.49, -2.21], [3.52, -1.28, -1.89], [2.56, -0.86, -0.96], [1.19, -1.79, -0.51], [3.77, 2.10, -0.18], [5.55, 1.43, -1.83], [5.32, -0.83, -2.93], [3.38, -2.25, -2.34]],
  "homo_ev": [-7.8, -7.8],
  "orbital_gap_ha": [0.2694, 0.2693]
}

# 3
{
  "formula": "C24H64B3N7O6P2",
  "method": "the ωB97M-V functional and the def2-TZVPD basis",
  "elements": ["C", "C", "C", "B", "O", "B", "N", "O", "B", "C", "C", "C", "C", "C", "C", "C", "C", "O", "C", "O", "H", "H", "H", "H", "H", "H", "H", "H", "H", "H", "H", "H", "H", "H", "H", "H", "H", "H", "H", "H", "H", "H", "H", "H", "H", "H", "H", "H", "C", "N", "C", "P", "O", "N", "C", "C", "N", "C", "C", "H", "H", "H", "H", "H", "H", "H", "H", "H", "H", "H", "H", "H", "H", "H", "H", "H", "H", "C", "N", "C", "P", "O", "N", "C", "C", "N", "C", "C", "H", "H", "H", "H", "H", "H", "H", "H", "H", "H", "H", "H", "H", "H", "H", "H", "H", "H"],
  "coordinates": [[1.75, 2.08, 8.10], [0.24, 2.04, 8.37], [-0.53, 1.02, 7.51], [-0.43, 1.21, 5.96], [-1.33, 0.54, 5.13], [-0.65, -0.13, 4.10], [-1.15, -1.40, 3.69], [0.46, 0.46, 3.50], [1.24, 1.20, 4.39], [2.80, 1.18, 4.34], [3.35, 2.10, 3.24], [4.84, 1.91, 2.92], [5.10, 1.11, 1.64], [4.94, -0.39, 1.86], [4.91, -1.19, 0.54], [5.81, -2.44, 0.53], [5.70, -3.33, 1.79], [4.46, -3.30, 2.45], [3.39, -3.83, 1.69], [0.52, 1.97, 5.31], [2.02, 2.89, 7.44], [2.33, 2.15, 9.02], [2.04, 1.15, 7.60], [-0.22, 3.02, 8.29], [0.11, 1.74, 9.42], [-1.59, 1.11, 7.75], [-0.25, 0.00, 7.81], [-1.65, -1.85, 4.45], [-0.43, -2.02, 3.34], [3.13, 0.14, 4.23], [3.14, 1.51, 5.33], [2.74, 2.02, 2.34], [3.22, 3.13, 3.59], [5.27, 2.90, 2.76], [5.39, 1.49, 3.76], [6.13, 1.29, 1.33], [4.45, 1.46, 0.83], [5.76, -0.76, 2.47], [4.02, -0.60, 2.41], [3.90, -1.48, 0.24], [5.28, -0.54, -0.25], [6.85, -2.13, 0.43], [5.59, -3.05, -0.35], [6.46, -3.02, 2.50], [5.94, -4.36, 1.49], [2.76, -3.02, 1.33], [3.73, -4.42, 0.84], [2.77, -4.43, 2.36], [-6.54, 1.54, -1.46], [-6.52, 0.82, -0.20], [-7.71, 0.97, 0.63], [-5.32, -0.25, 0.34], [-6.05, -1.48, 0.73], [-4.32, -0.81, -0.91], [-4.05, -0.10, -2.14], [-4.24, -2.25, -1.10], [-4.19, 0.93, 0.83], [-2.97, 0.34, 1.44], [-4.70, 1.95, 1.77], [-5.61, 2.07, -1.65], [-7.32, 2.30, -1.44], [-6.75, 0.88, -2.31], [-7.62, 1.79, 1.34], [-7.90, 0.05, 1.20], [-8.59, 1.15, 0.02], [-4.86, -0.20, -2.87], [-3.14, -0.50, -2.61], [-3.85, 0.96, -1.97], [-5.09, -2.64, -1.68], [-4.21, -2.77, -0.15], [-3.32, -2.49, -1.64], [-3.19, -0.18, 2.37], [-2.24, 1.13, 1.64], [-2.50, -0.36, 0.75], [-5.18, 1.52, 2.65], [-5.41, 2.61, 1.27], [-3.87, 2.57, 2.10], [1.16, 0.41, -8.24], [1.68, 0.26, -6.90], [3.12, 0.33, -6.76], [0.77, 0.14, -5.47], [1.34, 1.17, -4.56], [-0.83, 0.67, -5.65], [-1.58, 0.66, -6.90], [-1.28, 1.74, -4.77], [0.33, -1.50, -5.63], [-0.46, -2.00, -4.48], [1.45, -2.44, -5.84], [0.39, -0.33, -8.47], [1.96, 0.25, -8.97], [0.75, 1.41, -8.42], [3.59, -0.66, -6.82], [3.40, 0.78, -5.81], [3.56, 0.96, -7.55], [-1.31, 1.51, -7.55], [-2.65, 0.73, -6.69], [-1.44, -0.27, -7.45], [-0.97, 2.73, -5.12], [-0.90, 1.60, -3.77], [-2.37, 1.73, -4.70], [0.12, -2.00, -3.55], [-0.79, -3.02, -4.68], [-1.34, -1.39, -4.33], [2.24, -2.34, -5.08], [1.89, -2.29, -6.82], [1.08, -3.46, -5.81]],
  "homo_ev": -8.3,
  "smiles": "CCCB1OB(N)OB(CCCCCCCCOC)O1.CN(C)P(=O)(N(C)C)N(C)C.CN(C)P(=O)(N(C)C)N(C)C",
  "orbital_gap_ha": 0.3155
}

# 4
{
  "formula": "C3H7I",
  "method": "the ωB97M-V functional and the def2-TZVPD basis",
  "elements": ["C", "C", "C", "I", "H", "H", "H", "H", "H", "H", "H"],
  "coordinates": [[1.39, -0.13, 0.07], [0.23, -1.01, -0.22], [-1.33, 0.89, 0.04], [-3.19, -0.04, 0.01], [1.42, 0.32, 1.02], [2.26, -0.77, -0.11], [1.50, 0.80, -0.68], [-0.21, -1.42, 0.58], [0.08, -1.38, -1.24], [-1.17, 1.81, -0.50], [-0.99, 0.93, 1.03]],
  "spin_multiplicity": 3,
  "homo_ev": [-6.8, -9.7],
  "orbital_gap_ha": [0.2680, 0.3166]
}

# 5
{
  "formula": "C37H38N4O5PtS3",
  "method": "the ωB97M-V functional and the def2-TZVPD basis",
  "elements": ["Pt", "S", "C", "C", "C", "C", "N", "C", "C", "C", "S", "C", "N", "H", "H", "O", "S", "C", "C", "C", "C", "H", "H", "H", "H", "H", "H", "H", "H", "C", "C", "C", "C", "C", "C", "C", "C", "N", "C", "C", "C", "C", "C", "C", "C", "C", "C", "C", "H", "H", "H", "H", "H", "H", "H", "H", "H", "H", "H", "H", "H", "H", "H", "H", "H", "H", "H", "H", "H", "H", "H", "H", "O", "C", "O", "C", "C", "C", "C", "C", "C", "N", "O", "O", "H", "H", "H", "H"],
  "coordinates": [[1.14, 0.61, -0.14], [3.43, 1.06, -0.47], [3.35, 1.99, -1.94], [4.46, 2.08, -2.77], [4.47, 2.90, -3.90], [5.60, 2.90, -4.75], [6.53, 2.86, -5.43], [3.34, 3.71, -4.17], [2.20, 3.57, -3.38], [2.18, 2.71, -2.29], [0.72, 2.54, -1.36], [3.37, 4.67, -5.21], [3.39, 5.49, -6.02], [5.33, 1.47, -2.55], [1.31, 4.14, -3.61], [3.77, -0.51, 3.27], [2.63, 0.27, 2.74], [1.48, 0.43, 4.20], [1.72, 1.76, 4.91], [3.10, 2.25, 4.46], [3.14, 2.03, 2.96], [1.71, -0.43, 4.83], [0.46, 0.33, 3.81], [1.66, 1.66, 5.99], [0.97, 2.48, 4.60], [3.88, 1.64, 4.91], [3.27, 3.30, 4.73], [4.13, 2.13, 2.53], [2.42, 2.64, 2.41], [-5.14, 2.50, 1.61], [-3.63, 2.42, 1.60], [-2.87, 3.42, 2.20], [-1.48, 3.32, 2.18], [-0.64, 4.40, 2.81], [-0.88, 2.26, 1.54], [-1.60, 1.27, 0.82], [-3.02, 1.37, 0.95], [-0.92, 0.36, 0.08], [-1.62, -0.51, -0.89], [-2.48, 0.32, -1.87], [-3.22, -0.60, -2.85], [-4.07, -1.61, -2.07], [-3.17, -2.48, -1.19], [-2.14, -3.21, -2.06], [-1.30, -2.16, -2.80], [-2.20, -1.34, -3.71], [-0.60, -1.26, -1.77], [-2.44, -1.60, -0.17], [-5.47, 3.31, 2.27], [-5.58, 1.57, 1.95], [-5.51, 2.70, 0.60], [-3.36, 4.26, 2.68], [-1.27, 5.20, 3.21], [0.04, 4.83, 2.07], [-0.03, 4.01, 3.63], [0.20, 2.19, 1.52], [-3.67, 0.62, 0.52], [-1.81, 0.99, -2.41], [-3.20, 0.94, -1.34], [-3.87, 0.01, -3.49], [-4.64, -2.23, -2.77], [-4.79, -1.08, -1.44], [-3.78, -3.22, -0.66], [-2.64, -3.87, -2.78], [-1.50, -3.82, -1.42], [-0.53, -2.67, -3.39], [-2.71, -1.99, -4.43], [-1.60, -0.62, -4.28], [0.06, -0.55, -2.28], [0.01, -1.90, -1.14], [-1.76, -2.21, 0.42], [-3.16, -1.17, 0.52], [2.59, -1.93, -0.95], [1.97, -2.16, 0.08], [1.36, -1.31, 0.83], [1.78, -3.62, 0.43], [2.71, -4.55, -0.03], [2.45, -5.90, 0.09], [1.25, -6.34, 0.62], [0.32, -5.41, 1.08], [0.60, -4.05, 1.01], [-0.94, -5.87, 1.58], [-1.14, -7.08, 1.64], [-1.78, -5.06, 1.91], [3.62, -4.18, -0.49], [3.18, -6.63, -0.26], [1.01, -7.39, 0.68], [-0.12, -3.33, 1.39]],
  "homo_ev": -1.8,
  "charge": -2,
  "orbital_gap_ha": 0.1842
}

# 6
{
  "formula": "C7H10N4S",
  "method": "the ωB97M-V functional and the def2-TZVPD basis",
  "elements": ["C", "C", "C", "C", "N", "C", "N", "H", "H", "C", "S", "C", "N", "N", "H", "H", "H", "H", "H", "H", "H", "H"],
  "coordinates": [[-3.15, -2.44, 1.12], [-3.43, -1.35, 0.55], [-3.63, -0.13, 0.18], [-3.03, 0.98, 0.85], [-2.60, 1.95, 1.30], [-4.44, 0.27, -0.91], [-5.09, 0.68, -1.76], [-2.36, -3.04, 0.77], [-3.64, -2.73, 2.01], [1.42, -0.12, -1.56], [0.12, 0.14, -0.28], [1.39, 0.35, 1.15], [-0.95, -0.83, -0.14], [-0.10, 1.74, -0.82], [1.48, -1.23, -1.57], [0.92, 0.15, -2.43], [2.48, 0.08, -1.41], [1.75, 1.38, 1.28], [0.86, 0.10, 2.05], [2.25, -0.26, 0.92], [-0.43, 2.56, -0.13], [-0.81, 1.69, -1.58]],
  "homo_ev": -9.0,
  "smiles": "C=C=C(C#N)C#N.CS(C)(#N)N",
  "orbital_gap_ha": 0.3405
}

# 7
{
  "formula": "H3NOP",
  "method": "the ωB97M-V functional and the def2-TZVPD basis",
  "elements": ["N", "O", "P", "H", "H", "H"],
  "coordinates": [[0.97, 0.72, -0.31], [1.30, -0.56, 0.30], [-0.18, -0.56, -0.37], [-0.83, -1.40, 0.71], [1.62, 0.82, -1.01], [-0.77, 0.52, 0.44]],
  "homo_ev": -2.2,
  "charge": -1,
  "orbital_gap_ha": 0.2697
}

# 8
{
  "formula": "C3H5N3",
  "method": "the ωB97M-V functional and the def2-TZVPD basis",
  "elements": ["C", "C", "N", "N", "N", "C", "H", "H", "H", "H", "H"],
  "coordinates": [[0.71, -1.87, 0.90], [1.50, -0.65, 1.01], [2.11, 0.33, 1.06], [-2.26, 2.40, -0.80], [-1.27, 1.68, -0.99], [-0.41, 0.86, -1.07], [-0.20, -1.66, 0.33], [1.29, -2.64, 0.38], [0.44, -2.24, 1.89], [-2.57, 2.79, -1.70], [0.66, 1.00, -1.00]],
  "homo_ev": -9.2,
  "orbital_gap_ha": 0.3652
}

# 9
{
  "formula": "C4H6I2",
  "method": "the ωB97M-V functional and the def2-TZVPD basis",
  "elements": ["C", "C", "C", "C", "I", "I", "H", "H", "H", "H", "H", "H"],
  "coordinates": [[-0.98, -0.37, 1.19], [-1.53, 0.82, 0.86], [1.17, -0.77, 0.05], [1.02, -0.26, -1.35], [-2.58, 1.20, -0.85], [2.65, 0.05, 1.23], [-0.54, -0.55, 2.12], [-1.24, -1.21, 0.56], [-1.13, 1.73, 1.28], [-0.02, -0.20, -1.66], [1.51, -1.05, -1.86], [1.68, 0.62, -1.57]],
  "homo_ev": [-8.1, -8.1],
  "orbital_gap_ha": [0.2686, 0.2686]
}

# 10
{
  "formula": "C19H25N3RuSSi",
  "method": "the ωB97M-V functional and the def2-TZVPD basis",
  "elements": ["C", "C", "C", "H", "C", "C", "H", "H", "H", "H", "Ru", "C", "H", "H", "H", "Si", "C", "C", "H", "C", "H", "C", "H", "C", "H", "C", "H", "C", "C", "H", "C", "H", "C", "H", "C", "H", "C", "H", "H", "H", "N", "N", "C", "N", "S", "H", "H", "H", "H", "H"],
  "coordinates": [[0.81, 2.52, 1.98], [-0.24, 2.41, 1.00], [-1.47, 2.11, 1.70], [-0.14, 2.58, -0.07], [-1.16, 1.99, 3.11], [0.24, 2.29, 3.27], [0.77, 2.33, 4.21], [1.85, 2.74, 1.76], [-2.45, 2.08, 1.25], [-1.86, 1.73, 3.89], [-0.22, 0.38, 1.80], [-1.27, -2.26, -2.61], [-1.98, -1.83, -1.89], [-1.80, -2.34, -3.58], [-0.40, -1.61, -2.77], [-0.21, -0.56, -0.30], [1.51, -0.56, -1.03], [2.25, 0.62, -1.04], [1.87, 1.52, -0.54], [3.47, 0.69, -1.72], [4.02, 1.63, -1.75], [3.97, -0.45, -2.37], [4.91, -0.40, -2.92], [3.25, -1.65, -2.33], [3.62, -2.54, -2.85], [2.04, -1.72, -1.63], [1.48, -2.66, -1.57], [-1.33, 0.54, -1.35], [-0.84, 1.12, -2.53], [0.19, 0.93, -2.84], [-1.68, 1.92, -3.32], [-1.28, 2.35, -4.24], [-3.01, 2.14, -2.93], [-3.65, 2.76, -3.55], [-3.50, 1.56, -1.75], [-4.53, 1.74, -1.43], [-2.67, 0.75, -0.98], [-3.06, 0.28, -0.07], [-0.62, -1.97, -0.17], [-0.93, -3.24, -2.24], [1.42, -0.81, 2.51], [0.97, -1.72, 3.52], [-0.32, -2.09, 3.52], [-0.64, -3.13, 4.32], [-1.53, -1.27, 2.64], [1.92, -1.31, 1.77], [2.12, -0.18, 2.94], [1.68, -2.37, 3.85], [-1.60, -3.46, 4.36], [0.04, -3.57, 4.93]],
  "spin_multiplicity": 5,
  "homo_ev": [-11.7, -13.8],
  "charge": 2,
  "orbital_gap_ha": [0.1935, 0.1013]
}

> Number 7 is which compound?

H3NOP